(1)
The following is a DFT calculation (ωB97M-V/def2-TZVPD) of the molecule C26H28N8O.

Element x y z (Å)
C1 -0.285 0.513 -2.881
C2 -0.082 0.933 -1.458
N1 0.818 0.232 -0.778
C3 1.036 0.576 0.486
N2 0.306 1.458 1.176
C4 -0.638 2.116 0.525
C5 -0.800 1.974 -0.868
N3 -1.541 2.893 -1.635
C6 -2.782 3.354 -1.339
O1 -3.341 4.158 -2.066
C7 -3.466 2.835 -0.123
C8 -4.817 2.618 -0.240
C9 -5.617 2.278 0.865
C10 -7.001 2.034 0.754
C11 -7.743 1.731 1.862
C12 -7.133 1.662 3.125
C13 -5.794 1.899 3.263
C14 -5.001 2.212 2.139
C15 -3.617 2.446 2.246
C16 -2.841 2.736 1.147
N4 -1.453 2.948 1.276
C17 -0.938 3.286 2.588
H1 0.078 3.654 2.459
H2 -0.903 2.429 3.266
H3 -1.558 4.075 3.012
H4 -3.175 2.377 3.227
H5 -5.324 1.847 4.235
H6 -7.734 1.421 3.989
H7 -8.803 1.544 1.775
H8 -7.462 2.091 -0.222
H9 -5.275 2.735 -1.211
C18 -0.870 3.524 -2.760
H10 -1.172 3.078 -3.709
H11 0.207 3.439 -2.636
H12 -1.159 4.575 -2.778
N5 2.030 -0.016 1.186
C19 2.911 -0.982 0.732
C20 3.024 -1.557 -0.520
N6 4.044 -2.439 -0.449
N7 4.584 -2.472 0.760
C21 3.919 -1.598 1.493
H13 4.179 -1.438 2.520
C22 4.470 -3.315 -1.521
C23 3.595 -4.576 -1.549
C24 3.788 -5.412 -0.266
N8 5.113 -5.292 0.321
H14 5.131 -4.498 0.959
C25 6.117 -5.062 -0.694
C26 5.954 -3.691 -1.378
H15 6.425 -3.709 -2.361
H16 6.445 -2.926 -0.776
H17 6.041 -5.868 -1.430
H18 7.102 -5.126 -0.226
H19 3.619 -6.469 -0.507
H20 3.053 -5.122 0.486
H21 3.880 -5.159 -2.425
H22 2.546 -4.296 -1.656
H23 4.315 -2.754 -2.450
H24 2.460 -1.382 -1.410
H25 2.115 0.274 2.149
H26 -0.053 -0.545 -2.965
H27 -1.312 0.689 -3.191
H28 0.384 1.058 -3.545

## Properties
molar mass = 468.56 g/mol
SMILES string = Cc1nc(Nc2cnn(C3CCNCC3)c2)nc2c1N(C)C(=O)c1cc3ccccc3cc1N2C
2S+1 = 1
Kohn-Sham gap = 8.09 eV

(2)
The following is a DFT calculation (ωB97M-V/def2-TZVPD) of a structure of composition C26H29BN2NiO3S5Si.

Element x y z (Å)
Ni1 0.128 0.305 0.346
S1 0.127 -0.471 2.426
S2 2.160 -0.609 3.033
S3 3.024 0.897 1.959
S4 2.684 0.408 0.006
O1 0.377 2.466 0.534
H1 -0.545 2.630 0.274
H2 0.314 2.365 1.496
C1 -4.676 -0.481 -3.561
C2 -4.233 0.695 -2.967
C3 -2.955 0.764 -2.433
C4 -2.062 -0.315 -2.489
C5 -2.536 -1.484 -3.092
C6 -3.823 -1.575 -3.614
Si1 -0.288 -0.194 -1.736
C7 0.572 0.991 -2.980
C8 1.764 0.604 -3.597
C9 2.457 1.450 -4.453
C10 1.971 2.722 -4.721
C11 0.792 3.136 -4.114
C12 0.114 2.282 -3.255
H3 -5.678 -0.546 -3.971
H4 -4.893 1.553 -2.899
H5 -2.652 1.677 -1.927
H6 -1.880 -2.347 -3.145
H7 -4.157 -2.503 -4.067
H8 0.266 -1.508 -2.228
H9 2.168 -0.381 -3.387
H10 3.387 1.119 -4.903
H11 2.510 3.389 -5.385
H12 0.406 4.133 -4.300
H13 -0.794 2.643 -2.782
C13 -2.462 -7.592 0.957
C14 -1.734 -7.257 -0.353
C15 -2.774 -7.012 -1.455
C16 -0.904 -8.476 -0.758
C17 -0.877 -6.006 -0.155
C18 0.505 -6.017 -0.264
C19 1.283 -4.863 -0.071
C20 0.637 -3.690 0.236
O2 1.151 -2.475 0.449
B1 0.050 -1.556 0.707
O3 -1.168 -2.418 0.645
C21 -0.759 -3.666 0.355
C22 -1.520 -4.793 0.170
H14 -3.063 -8.501 0.844
H15 -3.126 -6.780 1.257
H16 -1.743 -7.747 1.763
H17 -3.409 -7.894 -1.587
H18 -2.280 -6.794 -2.404
H19 -3.417 -6.164 -1.216
H20 -1.567 -9.329 -0.930
H21 -0.193 -8.754 0.023
H22 -0.346 -8.290 -1.677
H23 1.021 -6.936 -0.511
H24 2.360 -4.887 -0.167
H25 -2.597 -4.734 0.279
S5 -2.948 2.783 1.306
C23 -3.787 1.411 0.842
N1 -3.113 0.238 0.609
C24 -3.713 -0.877 0.194
C25 -5.072 -0.899 0.032
C26 -5.730 0.303 0.297
N2 -5.142 1.410 0.683
H26 -2.048 0.263 0.616
H27 -3.051 -1.711 0.016
H28 -5.585 -1.780 -0.321
H29 -6.810 0.364 0.180

## Properties
ΔE to the lowest compared entry with this formula, charge and spin = 10.41 kcal/mol
molar mass = 675.46 g/mol
2S+1 = 1
Kohn-Sham gap = 4.71 eV
net charge = -2

(3)
The following is a DFT calculation (ωB97M-V/def2-TZVPD) of a structure of composition C26H29BrN3OPPbS.

Element x y z (Å)
Pb1 -0.094 2.326 -0.977
N1 3.730 -0.661 0.821
P1 4.274 -2.098 0.366
C1 5.579 -2.086 -0.722
C2 6.421 -3.230 -0.709
C3 7.539 -3.244 -1.512
C4 7.833 -2.137 -2.309
C5 7.007 -1.004 -2.323
C6 5.881 -0.968 -1.543
C7 3.636 -3.564 0.953
C8 3.660 -4.665 0.054
C9 3.223 -5.892 0.492
C10 2.788 -6.046 1.810
C11 2.772 -4.971 2.703
C12 3.172 -3.724 2.285
C13 2.571 -0.335 1.681
C14 2.740 -0.371 3.050
C15 1.646 -0.055 3.848
C16 0.449 0.256 3.225
C17 0.409 0.269 1.839
N2 1.459 0.016 1.051
H1 4.320 0.132 0.581
H2 6.216 -4.065 -0.052
H3 8.196 -4.103 -1.510
H4 8.721 -2.154 -2.929
H5 7.256 -0.165 -2.958
H6 5.220 -0.111 -1.593
H7 3.992 -4.536 -0.969
H8 3.215 -6.736 -0.184
H9 2.456 -7.020 2.147
H10 2.449 -5.122 3.724
H11 3.164 -2.897 2.977
H12 3.699 -0.622 3.485
H13 1.731 -0.066 4.926
H14 -0.441 0.478 3.797
H15 -0.539 0.463 1.340
Br1 -6.536 0.284 -2.340
C18 -4.818 0.774 -1.886
C19 -4.589 1.744 -0.906
C20 -3.297 2.095 -0.607
N3 -2.231 1.533 -1.222
C21 -2.459 0.583 -2.161
C22 -3.720 0.182 -2.517
H16 -5.415 2.215 -0.391
H17 -3.077 2.831 0.155
H18 -1.591 0.147 -2.644
H19 -3.856 -0.574 -3.277
C23 -3.194 5.928 1.174
C24 -2.103 6.315 0.192
S1 -0.515 5.498 0.350
O1 -0.850 3.949 0.271
C25 -0.047 5.799 2.073
C26 -0.585 4.818 3.101
H20 -4.126 6.384 0.844
H21 -2.990 6.302 2.175
H22 -3.342 4.848 1.213
H23 -1.827 7.374 0.258
H24 -2.382 6.145 -0.850
H25 -0.376 6.825 2.255
H26 1.043 5.809 2.056
H27 -1.653 4.924 3.265
H28 -0.077 5.013 4.045
H29 -0.381 3.786 2.814

## Properties
ΔE to the lowest compared entry with this formula, charge and spin = 13.83 kcal/mol
molar mass = 749.68 g/mol
2S+1 = 1
Kohn-Sham gap = 5.98 eV
net charge = +4

(4)
The following is a DFT calculation (ωB97M-V/def2-TZVPD) of a structure of composition C26H29BrNO5V.

Element x y z (Å)
V1 -0.405 0.813 -0.123
C1 -0.805 2.579 -1.557
C2 -0.360 1.512 -2.366
C3 0.941 1.157 -1.960
C4 1.322 2.026 -0.909
C5 0.241 2.910 -0.661
H1 -1.759 3.077 -1.624
H2 -0.950 1.002 -3.110
H3 1.540 0.353 -2.358
H4 2.275 2.033 -0.405
H5 0.229 3.715 0.057
C6 -3.278 -1.001 7.218
C7 -1.929 -1.539 6.726
C8 -0.884 -1.260 7.807
C9 -2.037 -3.057 6.528
C10 -1.557 -0.899 5.389
C11 -2.499 -0.838 4.363
C12 -2.156 -0.296 3.144
Br1 -3.484 -0.226 1.798
C13 -0.868 0.205 2.886
O1 -0.650 0.729 1.678
C14 0.103 0.140 3.890
C15 -0.291 -0.412 5.117
C16 1.557 0.633 3.799
C17 2.006 1.103 2.414
C18 1.734 1.805 4.773
C19 2.507 -0.509 4.194
H6 -3.495 -1.395 8.213
H7 -4.101 -1.298 6.567
H8 -3.273 0.088 7.276
H9 -1.221 -1.680 8.756
H10 -0.726 -0.189 7.949
H11 0.078 -1.719 7.574
H12 -2.305 -3.548 7.466
H13 -1.089 -3.474 6.182
H14 -2.800 -3.302 5.787
H15 -3.505 -1.209 4.501
H16 0.446 -0.442 5.905
H17 1.459 1.982 2.080
H18 1.892 0.319 1.662
H19 3.065 1.366 2.470
H20 1.049 2.620 4.530
H21 2.756 2.188 4.717
H22 1.544 1.506 5.804
H23 2.377 -1.365 3.530
H24 2.356 -0.851 5.216
H25 3.541 -0.169 4.112
O2 0.378 -1.417 0.022
C20 -0.635 -1.649 -0.663
O3 -1.394 -0.681 -1.031
C21 -1.010 -3.032 -1.073
C22 -2.088 -3.254 -1.920
C23 -2.424 -4.546 -2.288
C24 -1.664 -5.581 -1.780
C25 -0.589 -5.396 -0.930
C26 -0.263 -4.097 -0.578
N1 -2.023 -6.970 -2.168
O4 -1.338 -7.868 -1.727
O5 -2.933 -7.111 -2.957
H26 -2.662 -2.413 -2.282
H27 -3.254 -4.756 -2.945
H28 -0.037 -6.246 -0.561
H29 0.567 -3.892 0.083

## Properties
ΔE to the lowest compared entry with this formula, charge and spin = 0.00 kcal/mol
molar mass = 566.37 g/mol
2S+1 = 3
Kohn-Sham gap (spin up / spin down) = 7.15 / 7.45 eV

(5)
The following is a DFT calculation (ωB97M-V/def2-TZVPD) of a structure of composition C26H29Co2O7Si.

Element x y z (Å)
C1 -0.719 1.503 -0.566
Si1 -0.869 1.624 1.296
C2 -0.031 3.036 2.195
C3 -2.693 1.662 1.698
O1 -0.244 0.219 1.996
C4 1.064 -0.026 2.233
C5 2.071 0.455 1.424
C6 2.948 -0.578 0.811
C7 2.197 -1.679 0.069
C8 1.826 -2.902 0.947
C9 0.399 -2.899 1.533
C10 0.238 -2.279 2.905
C11 1.212 -1.126 3.235
H1 -0.790 2.517 -0.987
H2 0.207 1.036 -0.926
H3 -1.564 0.903 -0.930
H4 -0.324 3.991 1.741
H5 -0.359 3.029 3.247
H6 1.064 2.971 2.196
H7 -3.055 2.687 1.528
H8 -3.228 0.969 1.038
H9 -2.877 1.373 2.739
H10 2.433 1.500 1.440
H11 3.648 -0.084 0.120
H12 3.571 -1.090 1.570
H13 1.279 -1.294 -0.400
H14 2.872 -2.014 -0.737
H15 1.896 -3.766 0.260
H16 2.615 -3.028 1.703
H17 -0.260 -2.395 0.809
H18 0.032 -3.936 1.577
H19 -0.792 -1.918 2.985
H20 0.354 -3.017 3.710
H21 2.238 -1.515 3.285
H22 0.977 -0.739 4.247
O2 3.617 4.085 -3.407
C12 3.492 3.478 -2.432
Co1 3.245 2.591 -1.016
C13 1.814 3.593 -0.683
O3 0.931 4.319 -0.455
C14 3.114 1.114 -1.964
O4 2.922 0.207 -2.665
C15 5.067 2.998 -0.262
C16 6.214 3.015 -1.159
C17 6.803 1.815 -1.603
C18 7.793 1.864 -2.595
C19 8.195 3.122 -3.080
C20 7.677 4.325 -2.572
C21 6.676 4.263 -1.609
C22 4.303 3.907 0.449
C23 3.403 4.920 0.400
Co2 4.935 2.655 1.541
C24 6.055 1.232 1.510
O5 6.737 0.315 1.702
C25 3.677 2.976 2.778
O6 3.056 3.220 3.733
C26 6.072 3.351 2.622
O7 6.830 3.534 3.478
H23 6.455 0.853 -1.236
H24 8.222 0.933 -2.996
H25 8.922 3.165 -3.909
H26 8.027 5.293 -2.945
H27 6.227 5.172 -1.241
H28 2.739 5.031 1.263
H29 3.617 5.807 -0.232

## Properties
ΔE to the lowest compared entry with this formula, charge and spin = 0.00 kcal/mol
molar mass = 599.46 g/mol
2S+1 = 1
Kohn-Sham gap = 6.17 eV
net charge = -1

(6)
The following is a DFT calculation (ωB97M-V/def2-TZVPD) of a structure of composition C26H29CoF4N6O.

Element x y z (Å)
Co1 0.762 -1.078 -0.072
C1 2.052 -1.867 -2.681
N1 0.703 -1.522 -2.216
C2 0.169 -0.440 -3.045
C3 -0.193 -2.691 -2.298
C4 0.066 -3.677 -1.158
N2 0.135 -2.939 0.076
C5 0.133 -3.536 1.277
C6 0.247 -2.707 2.423
F1 0.372 -1.368 2.180
C7 0.256 -3.180 3.717
F2 0.400 -2.322 4.722
C8 0.127 -4.542 3.960
C9 0.012 -5.394 2.869
F3 -0.106 -6.697 3.072
C10 0.033 -4.923 1.563
F4 -0.029 -5.808 0.561
H1 2.030 -2.211 -3.721
H2 2.476 -2.658 -2.067
H3 2.693 -0.988 -2.621
H4 0.041 -0.766 -4.083
H5 0.847 0.412 -3.029
H6 -0.800 -0.127 -2.665
H7 -0.083 -3.200 -3.262
H8 -1.222 -2.334 -2.218
H9 1.003 -4.225 -1.324
H10 -0.743 -4.414 -1.148
H11 0.119 -4.931 4.964
C11 6.225 -1.437 0.108
N3 4.817 -1.754 0.239
C12 4.490 -3.163 0.156
C13 3.884 -0.834 0.431
C14 4.287 0.587 0.687
O1 2.663 -1.136 0.416
H12 6.730 -2.289 -0.342
H13 6.683 -1.241 1.079
H14 6.367 -0.571 -0.537
H15 5.138 -3.718 0.837
H16 4.648 -3.526 -0.862
H17 3.452 -3.316 0.445
H18 5.271 0.666 1.134
H19 3.552 1.027 1.359
H20 4.279 1.156 -0.242
N4 -4.567 3.874 -0.363
C15 -4.984 5.168 -0.189
C16 -6.165 5.833 -0.473
C17 -6.220 7.189 -0.166
C18 -5.129 7.867 0.387
C19 -3.943 7.220 0.666
C20 -3.860 5.850 0.362
N5 -2.837 4.983 0.490
C21 -3.272 3.807 0.069
C22 -2.430 2.632 0.067
C23 -2.844 1.364 -0.360
C24 -1.945 0.316 -0.341
N6 -0.671 0.436 0.052
C25 -0.281 1.638 0.500
C26 -1.109 2.741 0.526
H21 -5.132 3.126 -0.733
H22 -7.003 5.332 -0.932
H23 -7.131 7.733 -0.365
H24 -5.226 8.920 0.602
H25 -3.110 7.731 1.121
H26 -3.850 1.183 -0.704
H27 -2.264 -0.670 -0.650
H28 0.739 1.712 0.854
H29 -0.756 3.693 0.891

## Properties
molar mass = 576.48 g/mol
2S+1 = 5
Kohn-Sham gap (spin up / spin down) = 6.97 / 3.81 eV
net charge = +2

(7)
The following is a DFT calculation (ωB97M-V/def2-TZVPD) of a structure of composition C26H29F5GeNO4PdTe.

Element x y z (Å)
Pd1 -0.033 0.436 2.984
C1 3.654 0.026 2.845
C2 3.052 1.448 2.612
C3 3.839 2.201 1.546
C4 2.985 2.200 3.941
O1 1.788 1.172 2.120
H1 4.615 0.185 3.332
H2 3.808 -0.489 1.899
H3 3.008 -0.570 3.488
H4 4.878 2.311 1.856
H5 3.415 3.194 1.396
H6 3.806 1.663 0.600
H7 3.995 2.464 4.251
H8 2.538 1.587 4.721
H9 2.411 3.120 3.828
O2 -0.440 -1.759 0.670
C5 0.578 -1.973 1.400
O3 0.644 -1.580 2.596
C6 1.741 -2.745 0.817
C7 2.392 -1.972 -0.281
Ge1 -0.959 -0.348 -0.783
C8 0.306 0.989 -1.394
C9 0.269 2.310 -0.940
C10 1.185 3.238 -1.412
C11 2.160 2.855 -2.325
C12 2.214 1.541 -2.769
C13 1.291 0.615 -2.307
C14 -2.912 0.099 -0.990
C15 -3.763 -1.019 -1.179
C16 -4.885 -0.941 -1.971
C17 -5.180 0.250 -2.631
C18 -4.347 1.353 -2.506
C19 -3.225 1.276 -1.702
C20 -0.887 -1.850 -2.046
C21 -0.969 -1.463 -3.387
C22 -1.063 -2.403 -4.402
C23 -1.088 -3.755 -4.089
C24 -1.025 -4.153 -2.763
C25 -0.928 -3.208 -1.748
H10 1.364 -3.687 0.416
H11 2.435 -2.971 1.635
H12 2.739 -2.470 -1.172
H13 2.645 -0.929 -0.151
H14 -0.475 2.622 -0.219
H15 1.136 4.263 -1.067
H16 2.874 3.581 -2.691
H17 2.973 1.238 -3.479
H18 1.342 -0.408 -2.658
H19 -3.520 -1.958 -0.700
H20 -5.526 -1.803 -2.092
H21 -6.060 0.311 -3.258
H22 -4.569 2.268 -3.038
H23 -2.571 2.136 -1.630
H24 -0.967 -0.409 -3.654
H25 -1.120 -2.081 -5.434
H26 -1.161 -4.494 -4.876
H27 -1.056 -5.206 -2.513
H28 -0.898 -3.539 -0.720
N1 0.211 0.387 6.233
C26 0.220 0.402 5.085
H29 0.167 0.369 7.234
F1 -4.257 1.379 2.590
Te1 -2.782 0.773 1.660
F2 -2.211 -0.363 3.127
F3 -1.867 1.979 2.909
F4 -3.039 2.380 0.739
F5 -3.867 -0.728 1.432
O4 -1.025 0.655 1.018

## Properties
ΔE to the lowest compared entry with this formula, charge and spin = 4.20 kcal/mol
molar mass = 821.14 g/mol
2S+1 = 5
Kohn-Sham gap (spin up / spin down) = 6.33 / 5.68 eV
net charge = +1

| no. | maximum force (eV/Å) |
| --- | --- |
| 1 | 0.70 |
| 2 | 1.17 |
| 3 | 0.42 |
| 4 | 1.55 |
| 5 | 3.37 |
| 6 | 1.55 |
| 7 | 1.71 |